Below is 2 unconnected molecules or ions with the total composition C2H3N2O2 in a non-equilibrium geometry, with properties calculated with wB97M-V/def2-TZVPD.

Each line ends with the Mulliken charge.
CARTESIAN COORDINATES (ANGSTROEM)
1 C -2.033 -0.297 0.069  -0.746
2 C -0.641 -0.101 0.059  0.150
3 N 0.284 -0.971 0.289  -0.512
4 N 2.262 0.267 -0.104  0.234
5 O 3.266 -0.326 -0.055  -0.522
6 O 2.190 1.487 0.036  -0.518
7 H -2.840 0.403 -0.297  0.271
8 H -2.376 -1.289 0.245  0.307
9 H -0.111 0.827 -0.241  0.335

Results
- net charge = -1
- relative energy (zero: lowest compared OMol25 entry of this formula, charge and spin) (kcal/mol) = 66.8
- expectation value of S² = 2.053
- 2S+1 = 3